1.
Molecular formula: C31H50AsBKN10OS4
Method: DFT, the ωB97M-V functional and the def2-TZVPD basis

Each line ends with the Löwdin charge.
Positions of all 99 atoms, in Å:
K: -1.05 0.03 0.71  0.41
C: 0.45 -5.77 0.40  -0.04
C: 0.15 -4.96 -0.87  -0.54
C: -1.20 -4.28 -0.64  -0.11
C: 0.09 -5.86 -2.09  -0.03
N: 1.26 -3.98 -1.06  -0.01
C: 2.57 -4.32 -0.76  -0.08
C: 3.32 -3.23 -0.98  -0.09
N: 2.49 -2.22 -1.43  0.02
B: 3.05 -0.78 -1.50  -0.59
N: 2.44 0.01 -2.70  0.03
C: 2.71 -0.51 -3.95  -0.08
C: 1.92 0.10 -4.85  -0.06
N: 1.15 1.01 -4.14  0.00
C: 1.48 0.96 -2.82  -0.71
S: 0.82 1.93 -1.59  0.67
C: 0.04 1.81 -4.73  -0.56
C: -1.28 1.39 -4.08  -0.06
C: 0.31 3.30 -4.53  -0.06
C: -0.06 1.54 -6.23  -0.07
N: 3.01 -0.01 -0.14  0.05
C: 3.73 1.16 -0.07  -0.10
C: 3.81 1.54 1.22  -0.06
N: 3.11 0.59 1.96  0.00
C: 2.61 -0.36 1.11  -0.66
S: 1.68 -1.71 1.58  0.67
C: 3.17 0.48 3.45  -0.55
C: 3.78 1.77 4.03  -0.06
C: 4.08 -0.69 3.82  -0.05
C: 1.79 0.31 4.06  -0.06
C: 1.21 -2.69 -1.52  -0.71
S: -0.12 -1.89 -2.22  0.64
H: -0.44 -6.34 0.66  0.08
H: 0.68 -5.10 1.23  0.09
H: 1.27 -6.47 0.28  0.07
H: -1.91 -5.07 -0.39  0.08
H: -1.55 -3.74 -1.52  0.01
H: -1.17 -3.58 0.19  0.03
H: -0.70 -6.61 -1.97  0.08
H: 1.04 -6.38 -2.25  0.08
H: -0.14 -5.27 -2.98  0.08
H: 2.86 -5.28 -0.39  0.11
H: 4.37 -3.06 -0.83  0.11
H: 4.24 -0.91 -1.77  0.12
H: 3.42 -1.31 -4.08  0.12
H: 1.83 -0.07 -5.90  0.10
H: -1.27 1.58 -3.01  0.03
H: -1.44 0.32 -4.24  0.08
H: -2.10 1.95 -4.54  0.08
H: 0.40 3.55 -3.47  0.01
H: -0.52 3.87 -4.96  0.08
H: 1.23 3.59 -5.05  0.08
H: -0.31 0.50 -6.44  0.08
H: 0.87 1.80 -6.75  0.08
H: -0.85 2.17 -6.63  0.08
H: 4.11 1.65 -0.95  0.12
H: 4.26 2.41 1.64  0.10
H: 4.81 1.92 3.71  0.08
H: 3.77 1.68 5.11  0.08
H: 3.18 2.64 3.76  0.09
H: 5.08 -0.55 3.39  0.09
H: 3.66 -1.63 3.43  0.04
H: 4.16 -0.76 4.90  0.08
H: 1.12 1.12 3.75  0.07
H: 1.89 0.33 5.15  0.08
H: 1.33 -0.63 3.76  0.01
N: -3.30 -2.59 4.56  0.02
C: -2.93 -1.72 3.57  -0.92
S: -2.96 -2.32 1.95  0.50
N: -2.73 -0.49 4.04  -0.05
N: -2.08 0.39 3.24  -0.05
C: -2.30 1.62 3.51  -0.15
C: -1.54 2.70 2.85  -0.29
C: -1.91 4.03 3.04  -0.06
C: -1.21 5.03 2.40  -0.09
C: -0.13 4.69 1.59  -0.06
C: 0.19 3.34 1.48  -0.15
N: -0.48 2.37 2.09  0.07
H: -3.26 -3.56 4.29  0.05
H: -2.95 -2.36 5.48  0.07
H: -3.05 1.91 4.25  0.11
H: -2.75 4.26 3.69  0.10
H: -1.49 6.07 2.53  0.10
H: 0.44 5.44 1.06  0.10
H: 1.02 3.03 0.85  0.05
C: -4.94 1.28 -1.59  -0.20
As: -4.12 1.71 0.10  0.96
C: -4.69 3.51 0.49  -0.20
C: -5.01 0.63 1.39  -0.21
O: -2.48 1.62 -0.01  -0.66
H: -6.02 1.39 -1.55  0.03
H: -4.67 0.26 -1.84  0.04
H: -4.52 1.95 -2.35  0.03
H: -5.77 3.61 0.38  0.03
H: -4.17 4.18 -0.21  0.04
H: -4.38 3.76 1.50  0.02
H: -6.09 0.74 1.24  0.04
H: -4.73 0.95 2.39  0.02
H: -4.70 -0.41 1.28  -0.03

The charge is -1. As for the HOMO energy: -4.244 eV. The frontier orbital gap is 6.290 eV. The calculation puts the total energy at -6287.63334 hartree.

=====

2.
Molecular formula: C31H50BCaFN2P2
Method: DFT, the ωB97M-V functional and the def2-TZVPD basis

Each line ends with the Löwdin charge.
Positions of all 88 atoms, in Å:
Ca: -1.05 0.35 1.25  1.08
C: 3.17 3.23 3.44  -0.09
C: 2.27 1.99 3.49  -0.71
C: 0.87 2.42 3.95  -0.12
C: 2.83 1.01 4.52  -0.10
P: 1.98 1.13 1.85  1.08
C: 1.87 2.62 0.72  -0.30
N: 1.23 2.34 -0.54  -0.07
B: -0.01 1.57 -0.65  -0.52
N: -0.12 1.39 -2.09  -0.05
C: -1.12 0.51 -2.65  -0.30
P: -1.29 -1.08 -1.69  1.09
C: -3.13 -1.40 -1.85  -0.70
C: -3.44 -2.84 -1.43  -0.10
C: -3.76 -1.14 -3.22  -0.08
C: -3.79 -0.48 -0.81  -0.12
C: -0.34 -2.33 -2.70  -0.71
C: -0.09 -3.57 -1.84  -0.11
C: -0.97 -2.73 -4.03  -0.09
C: 1.03 -1.67 -2.97  -0.09
C: 0.96 1.94 -2.75  -0.19
C: 1.28 2.01 -4.09  -0.03
C: 2.45 2.68 -4.46  -0.11
C: 3.27 3.27 -3.51  -0.11
C: 2.94 3.22 -2.16  -0.03
C: 1.79 2.55 -1.78  -0.21
C: 3.51 0.25 1.25  -0.71
C: 3.61 -1.11 1.96  -0.11
C: 4.82 1.01 1.42  -0.08
C: 3.28 -0.04 -0.24  -0.09
H: 3.23 3.66 4.44  0.09
H: 4.19 3.00 3.13  0.07
H: 2.78 4.01 2.79  0.07
H: 0.95 2.93 4.92  0.09
H: 0.39 3.13 3.26  0.08
H: 0.20 1.57 4.09  0.06
H: 2.77 1.47 5.51  0.09
H: 2.26 0.08 4.56  0.08
H: 3.87 0.77 4.33  0.07
H: 1.32 3.40 1.26  0.08
H: 2.88 3.02 0.55  0.08
H: -2.10 0.99 -2.57  0.08
H: -0.96 0.35 -3.72  0.09
H: -3.09 -3.57 -2.16  0.06
H: -3.00 -3.09 -0.46  0.08
H: -4.52 -2.97 -1.33  0.09
H: -3.45 -1.89 -3.96  0.06
H: -4.84 -1.20 -3.13  0.09
H: -3.52 -0.16 -3.62  0.07
H: -3.45 -0.71 0.20  0.04
H: -3.64 0.58 -1.03  0.08
H: -4.87 -0.65 -0.78  0.09
H: -1.02 -4.07 -1.56  0.06
H: 0.51 -4.29 -2.41  0.09
H: 0.45 -3.32 -0.93  0.07
H: -1.86 -3.34 -3.89  0.06
H: -1.23 -1.87 -4.64  0.08
H: -0.25 -3.33 -4.60  0.09
H: 1.43 -1.17 -2.10  0.05
H: 1.74 -2.44 -3.27  0.09
H: 0.98 -0.94 -3.77  0.07
H: 0.64 1.57 -4.84  0.10
H: 2.71 2.74 -5.51  0.09
H: 4.16 3.79 -3.83  0.09
H: 3.58 3.70 -1.43  0.10
H: 3.77 -1.01 3.03  0.06
H: 2.70 -1.70 1.81  0.08
H: 4.44 -1.66 1.55  0.09
H: 5.10 1.12 2.47  0.07
H: 5.62 0.46 0.92  0.09
H: 4.79 2.00 0.97  0.07
H: 2.30 -0.48 -0.42  0.06
H: 3.37 0.85 -0.86  0.07
H: 4.04 -0.75 -0.57  0.10
F: -6.35 -3.58 2.03  0.02
C: -5.45 -2.60 2.34  -0.30
C: -5.74 -1.29 2.02  -0.04
C: -4.81 -0.31 2.34  -0.09
C: -3.60 -0.60 2.98  -0.40
C: -2.58 0.43 3.21  -0.29
C: -3.36 -1.95 3.29  -0.07
C: -4.28 -2.95 2.98  -0.03
H: -6.67 -1.05 1.54  0.12
H: -5.05 0.72 2.09  0.11
H: -2.00 0.25 4.12  0.01
H: -3.00 1.44 3.27  0.02
H: -2.44 -2.23 3.79  0.10
H: -4.08 -3.99 3.22  0.11

The charge is 0. As for the HOMO energy: -6.413 eV. The frontier orbital gap is 6.612 eV. The calculation puts the total energy at -2805.81445 hartree.

=====

3.
Molecular formula: C31H50BCl3NO2OsPSiTe
Method: DFT, the ωB97M-V functional and the def2-TZVPD basis

Each line ends with the Mulliken spin population.
Positions of all 92 atoms, in Å:
Os: 1.02 1.07 0.06  2.53
C: 9.52 2.71 0.67  0.00
C: 8.08 2.46 0.28  0.00
C: 7.55 1.17 0.48  0.00
C: 6.18 0.92 0.31  -0.06
C: 5.64 -0.49 0.56  0.05
C: 5.37 1.98 -0.11  0.05
Te: 3.48 1.40 -1.02  0.43
C: 5.86 3.29 -0.29  -0.03
C: 5.03 4.33 -1.06  0.03
C: 7.24 3.48 -0.08  0.00
H: 9.90 3.66 0.24  0.00
H: 10.14 1.87 0.31  0.00
H: 9.71 2.77 1.76  0.00
H: 8.19 0.37 0.76  0.00
H: 6.47 -1.05 1.04  0.00
H: 5.32 -0.98 -0.42  -0.01
H: 4.69 -0.50 1.18  -0.02
H: 4.08 4.61 -0.56  -0.01
H: 4.93 3.95 -2.10  0.00
H: 5.64 5.24 -1.14  0.00
H: 7.69 4.47 -0.26  0.00
C: -7.06 1.47 2.34  0.00
C: -7.06 1.69 0.88  0.00
C: -7.65 0.43 0.10  0.00
C: -7.84 3.00 0.51  0.00
C: -5.64 1.86 0.33  0.00
C: -5.49 2.09 -1.10  0.00
C: -4.24 2.12 -1.63  0.01
C: -3.14 1.96 -0.83  0.01
O: -1.80 1.91 -1.18  0.01
B: -1.02 1.81 0.00  0.13
O: -2.03 1.65 1.13  -0.01
C: -3.27 1.78 0.54  0.01
C: -4.52 1.80 1.18  0.00
H: -8.09 1.35 2.73  0.00
H: -6.64 2.30 2.97  0.00
H: -6.44 0.59 2.62  0.00
H: -8.66 0.23 0.46  0.00
H: -6.99 -0.48 0.26  0.00
H: -7.77 0.53 -0.98  0.00
H: -8.92 2.99 0.69  0.00
H: -7.68 3.36 -0.52  0.00
H: -7.48 3.86 1.13  0.00
H: -6.41 2.22 -1.65  0.00
H: -4.08 2.38 -2.69  0.00
H: -4.63 1.77 2.29  0.00
Cl: 1.30 4.78 -1.23  0.03
Si: 0.46 3.53 0.17  0.22
Cl: 1.97 3.04 1.70  0.10
Cl: -0.84 4.91 1.02  0.03
C: 1.99 -2.37 1.79  -0.02
C: 0.74 -3.03 1.28  0.08
C: 1.14 -4.48 0.91  0.01
C: -0.20 -3.10 2.51  0.00
P: 0.04 -2.03 -0.14  -0.05
N: 0.21 -0.43 0.13  0.26
C: -1.79 -2.34 -0.21  0.06
C: -2.61 -1.71 0.94  0.02
C: -2.34 -1.74 -1.51  0.01
C: -1.99 -3.88 -0.25  0.00
C: 1.02 -2.24 -1.85  0.02
C: 0.71 -3.51 -2.61  0.01
C: 2.54 -2.21 -1.65  -0.04
C: 0.66 -1.06 -2.79  0.15
H: 2.37 -2.97 2.62  0.00
H: 1.76 -1.33 2.18  0.01
H: 2.72 -2.31 0.98  0.01
H: 1.87 -4.80 1.71  0.00
H: 1.66 -4.67 -0.05  0.00
H: 0.33 -5.24 0.91  0.00
H: 0.28 -3.70 3.27  0.00
H: -1.14 -3.58 2.32  0.00
H: -0.34 -2.07 2.91  0.00
H: -2.31 -0.70 1.10  -0.01
H: -2.52 -2.29 1.86  0.00
H: -3.69 -1.80 0.72  0.00
H: -2.02 -0.69 -1.67  -0.01
H: -3.41 -1.71 -1.56  0.00
H: -1.98 -2.32 -2.35  0.00
H: -1.54 -4.50 0.57  0.00
H: -1.61 -4.29 -1.16  0.00
H: -3.09 -4.10 -0.18  0.00
H: 1.12 -4.42 -2.19  0.00
H: 1.25 -3.45 -3.62  0.00
H: -0.34 -3.68 -2.82  0.00
H: 2.88 -3.00 -1.03  0.00
H: 2.80 -1.23 -1.24  0.03
H: 3.02 -2.40 -2.62  0.00
H: 0.41 -1.38 -3.81  0.00
H: 1.55 -0.38 -2.88  0.00
H: -0.23 -0.50 -2.41  -0.04

The charge is 0. As for the HOMO energy (spin up / spin down): -6.290 / -7.355 eV. Its expectation value of S² is 6.020. Its multiplicity is 5. The frontier orbital gap (spin up / spin down) is 6.680 / 5.527 eV. The calculation puts the total energy at -3811.47552 hartree.

=====

4.
Molecular formula: C31H50BMoN8O5Se2
Method: DFT, the ωB97M-V functional and the def2-TZVPD basis

Each line ends with the Mulliken spin population.
Positions of all 98 atoms, in Å:
Mo: 0.17 0.75 0.97  2.39
C: -3.63 0.72 0.13  -0.01
C: -3.74 2.25 0.02  0.00
C: -3.99 2.65 -1.44  0.00
C: -2.51 2.94 0.55  0.01
C: -2.32 4.30 0.66  0.00
C: -1.06 4.45 1.19  0.00
N: -0.53 3.22 1.38  -0.03
N: -1.41 2.30 1.00  0.01
B: 0.86 2.92 1.96  -0.02
N: 1.79 2.28 0.91  0.00
C: 2.20 2.88 -0.23  -0.16
C: 3.08 2.03 -0.87  0.02
C: 3.15 0.91 -0.07  -0.06
N: 2.36 1.08 1.01  -0.08
C: 4.00 -0.31 -0.30  0.00
C: 5.48 0.05 -0.25  0.00
C: 3.64 -0.97 -1.64  -0.01
N: 0.70 1.98 3.16  0.04
C: 1.03 2.22 4.44  0.04
C: 0.70 1.11 5.19  0.00
C: 0.17 0.21 4.28  0.02
N: 0.18 0.77 3.05  -0.07
C: -0.35 -1.17 4.59  0.00
C: 0.76 -2.03 5.21  0.01
C: -0.91 -1.86 3.34  -0.01
H: -4.56 0.24 -0.24  0.00
H: -3.48 0.43 1.19  0.00
H: -2.77 0.35 -0.47  0.00
H: -4.61 2.57 0.63  0.00
H: -3.13 2.34 -2.08  0.00
H: -4.12 3.75 -1.52  0.00
H: -4.91 2.17 -1.82  0.00
H: -3.01 5.09 0.39  0.00
H: -0.56 5.38 1.42  0.00
H: 1.37 3.94 2.33  -0.05
H: 1.91 3.87 -0.55  0.00
H: 3.60 2.22 -1.80  -0.01
H: 3.80 -1.04 0.51  0.00
H: 5.74 0.78 -1.05  0.00
H: 6.11 -0.86 -0.38  0.00
H: 5.73 0.50 0.74  0.00
H: 3.85 -0.27 -2.48  0.00
H: 2.57 -1.25 -1.66  0.00
H: 4.25 -1.89 -1.78  0.00
H: 1.47 3.14 4.81  0.00
H: 0.83 0.98 6.25  0.00
H: -1.17 -1.07 5.33  0.00
H: 1.61 -2.14 4.50  0.00
H: 0.37 -3.03 5.47  0.00
H: 1.14 -1.56 6.14  0.00
H: -0.12 -1.98 2.57  0.02
H: -1.74 -1.25 2.91  0.00
H: -1.31 -2.86 3.60  0.00
O: -0.36 -4.55 -1.62  0.00
C: -1.26 -3.65 -1.03  0.00
C: -1.32 -3.86 0.51  -0.01
C: -1.81 -5.32 0.78  0.00
O: -1.94 -5.58 2.15  0.00
C: -2.35 -2.85 1.14  0.01
Se: -1.93 -0.82 0.97  -0.11
C: 0.09 -3.65 1.15  0.02
Se: 0.95 -1.75 0.97  -0.01
H: -0.42 -4.39 -2.60  0.00
H: -2.28 -3.81 -1.46  0.00
H: -0.94 -2.61 -1.27  0.00
H: -1.12 -6.06 0.31  0.00
H: -2.80 -5.49 0.30  0.00
H: -1.09 -6.01 2.45  0.00
H: -2.48 -3.07 2.23  0.01
H: -3.34 -2.98 0.64  0.00
H: 0.83 -4.33 0.68  0.00
H: 0.06 -3.88 2.24  0.00
C: -2.31 -0.08 -3.72  0.00
C: -0.92 -0.25 -4.33  0.00
C: 0.22 0.51 -3.58  0.02
C: 1.55 0.23 -4.33  0.00
C: 2.78 0.90 -3.72  0.01
C: -0.07 1.98 -3.67  0.00
O: -0.19 2.60 -4.73  0.00
N: -0.19 2.60 -2.47  0.00
C: -0.08 2.04 -1.23  -0.06
O: -0.23 2.80 -0.27  0.03
N: 0.17 0.75 -1.13  -0.07
C: 0.33 -0.06 -2.17  0.05
O: 0.56 -1.27 -2.04  0.03
H: -3.04 -0.63 -4.31  0.00
H: -2.62 0.97 -3.70  0.00
H: -2.34 -0.47 -2.70  0.00
H: -0.97 0.10 -5.37  0.00
H: -0.69 -1.32 -4.37  0.00
H: 1.47 0.57 -5.37  0.00
H: 1.74 -0.85 -4.37  0.00
H: 2.67 1.99 -3.70  0.00
H: 3.67 0.67 -4.31  0.00
H: 2.96 0.56 -2.70  -0.01
H: -0.38 3.59 -2.48  0.00
H: 0.73 2.47 0.97  0.03

The charge is -1. As for the HOMO energy (spin up / spin down): -2.759 / -2.266 eV. Its expectation value of S² is 2.264. Its multiplicity is 3. The frontier orbital gap (spin up / spin down) is 5.241 / 4.814 eV. The calculation puts the total energy at -6920.92497 hartree.